Entry 1:
Computed, not measured: a single C8H13NO molecule, with the ωB97M-V functional and the def2-TZVPD basis.

The structure (SMILES) is Cc1cnc(C(C)(C)C)o1. The calculation puts the HOMO-LUMO gap at 9.63 eV. As for the energy above the lowest of the compared OMol25 structures with the same formula, charge and spin: 45.4 kcal/mol.

```
! wB97M-V def2-TZVPD RIJCOSX def2/J DEFGRID3
* xyz 0 1
C 3.68421 0.88036 0.12890
C 2.54269 -0.06895 0.01740
C 2.46444 -1.37770 -0.25808
N 1.02428 -1.55194 -0.25215
C 0.35389 -0.41112 0.05508
C -1.09934 -0.31658 0.06384
C -1.46957 1.24247 0.55851
C -1.77501 -1.29870 0.97860
C -1.55849 -0.40787 -1.36223
O 1.35841 0.54454 0.15648
H 3.76317 1.67051 -0.66550
H 4.48583 0.17985 -0.14029
H 3.82230 1.19840 1.13094
H 3.00235 -2.21931 -0.59631
H -2.57458 1.34648 0.58438
H -1.07182 1.39974 1.59351
H -0.93637 1.99741 -0.02516
H -1.61825 -2.37202 0.86785
H -2.84895 -1.04696 0.92856
H -1.56438 -0.96479 2.09533
H -1.17880 -1.51655 -1.72724
H -1.02985 0.32087 -2.02729
H -2.66448 -0.26902 -1.47230
*
```



Entry 2:
Computed, not measured: 2 unconnected molecules or ions with the total composition C8H13NO2, with the ωB97M-V functional and the def2-TZVPD basis.

The calculation puts the HOMO-LUMO gap at 7.34 eV. As for the energy above the lowest of the compared OMol25 structures with the same formula, charge and spin: 163.6 kcal/mol.

```
! wB97M-V def2-TZVPD RIJCOSX def2/J DEFGRID3
* xyz 0 1
C -3.25754 -0.33439 -0.01249
C -1.58611 1.38758 -0.32583
C -2.40591 0.70079 0.46884
C -0.73289 2.35936 0.33697
C 2.18324 0.08251 1.11615
C -0.54597 -2.30755 0.56835
C 1.77238 -0.88397 -1.93461
C 1.05573 -0.55879 0.34229
N -4.10638 -1.04754 -0.35829
O 0.34747 -1.44974 0.95451
O 0.96208 -0.18376 -1.01256
H -1.41124 1.10629 -1.43097
H 0.21552 2.32513 -0.09739
H -0.90263 3.33755 0.03183
H -0.65808 2.32287 1.48992
H 2.47335 1.15399 0.78430
H 1.98357 0.08314 2.26366
H 3.08296 -0.42438 0.81914
H -0.91249 -2.78274 1.38513
H -0.67143 -2.73764 -0.36330
H -2.65145 0.96897 1.55310
H 1.06445 -1.72681 -2.30386
H 2.85033 -1.18904 -1.55066
H 1.85105 -0.20181 -2.72424
*
```



Entry 3:
Computed, not measured: a single C8H13NO2S2 molecule, with the ωB97M-V functional and the def2-TZVPD basis.

The structure (SMILES) is O=C(N1CCCC1)[S@]1(=O)=CSCC1. The calculation puts the HOMO-LUMO gap (spin up / spin down) at 7.50 / 7.50 eV. As for the energy above the lowest of the compared OMol25 structures with the same formula, charge and spin: 71.8 kcal/mol.

```
! wB97M-V def2-TZVPD RIJCOSX def2/J DEFGRID3
* xyz 0 1
O 1.79939 -1.05563 -0.68564
C 0.89278 -0.34621 -0.37399
N 0.52529 0.15431 0.74424
C 1.36162 0.19565 1.89568
C 0.45962 0.67416 3.14255
C -0.94304 0.53698 2.52770
C -0.61027 0.91068 1.08969
S -0.40740 0.05460 -1.88905
O -0.03263 1.46656 -1.84658
C -2.06045 -0.13986 -2.55775
S -2.09167 -1.73917 -3.31047
C -0.63523 -1.30707 -4.28447
C 0.39878 -0.75591 -3.38319
H 2.21873 0.97032 1.65128
H 1.65199 -0.76649 2.17599
H 0.54327 1.72852 3.48494
H 0.51523 -0.04734 4.07729
H -1.43698 -0.43849 2.56839
H -1.84935 1.27113 2.78751
H -1.39411 0.71968 0.39012
H -0.26859 1.99949 1.09377
H -2.86503 -0.01306 -1.85080
H -1.09589 -0.57459 -4.94921
H -0.36803 -2.15476 -4.78709
H 1.16229 -1.48692 -3.13771
H 0.80034 0.23737 -3.94772
*
```



Entry 4:
Computed, not measured: 2 unconnected molecules or ions with the total composition C8H13NP, with the ωB97M-V functional and the def2-TZVPD basis.

The calculation puts the HOMO-LUMO gap (spin up / spin down) at 8.12 / 7.78 eV. As for the energy above the lowest of the compared OMol25 structures with the same formula, charge and spin: 37.6 kcal/mol.

```
! wB97M-V def2-TZVPD RIJCOSX def2/J DEFGRID3
* xyz 1 1
C 3.73711 0.38832 0.21105
C 3.38139 -0.75984 -0.42488
C 2.78560 1.29811 0.54814
C 1.99921 -1.09241 -0.62217
C 1.45786 1.00262 0.43196
C 0.98711 -0.13469 -0.20755
C -1.49479 -1.32600 1.20611
C -2.24688 2.15514 -0.12708
N -1.46560 -1.16624 -1.52964
P -0.91640 -0.34442 -0.25814
H 4.73193 0.68457 0.19684
H 4.15261 -1.29130 -0.94771
H 3.22625 2.19307 0.98114
H 1.79024 -1.96283 -1.12756
H 0.74009 1.80412 0.51014
H -2.66287 -1.52158 1.12228
H -1.66566 -0.74674 2.06821
H -0.83382 -2.13629 1.47139
H -2.56579 2.38732 -1.20388
H -1.40861 2.68938 0.34196
H -2.95962 1.69038 0.59690
H -0.91574 -1.23195 -2.41525
H -2.44859 -1.42079 -1.51181
*
```



Entry 5:
Computed, not measured: 2 unconnected molecules or ions with the total composition C8H13NS, with the ωB97M-V functional and the def2-TZVPD basis.

The structure (SMILES) is C=NC/C=C(\C)SC.C#C. The calculation puts the HOMO-LUMO gap at 8.92 eV. As for the energy above the lowest of the compared OMol25 structures with the same formula, charge and spin: 88.3 kcal/mol.

```
! wB97M-V def2-TZVPD RIJCOSX def2/J DEFGRID3
* xyz 0 1
C 3.17109 0.02098 0.20954
N 2.21420 -0.78045 0.25767
C 1.42329 -0.93125 -0.99886
C -0.04299 -0.64625 -0.81849
C -0.87110 -0.96911 0.14963
C -0.41768 -1.99594 1.14477
S -2.52820 -0.29999 0.44062
C -2.89177 0.92618 -0.93355
H 3.76665 0.19327 1.02498
H 3.35806 0.61513 -0.62398
H 1.46548 -2.09649 -1.16924
H 1.69051 -0.41448 -1.92311
H -0.56154 0.01380 -1.53640
H 0.36873 -1.70542 1.76463
H -0.15793 -2.90029 0.66609
H -1.15823 -2.25380 1.97931
H -3.11030 0.45348 -1.90817
H -1.94186 1.44146 -0.96635
H -3.78711 1.36735 -0.41239
C -0.15389 2.99712 0.61899
C 0.15504 1.99133 1.21245
H -0.11291 3.77391 -0.07873
H 0.12247 1.19948 1.90061
*
```



Entry 6:
Computed, not measured: a single C8H13PS molecule, with the ωB97M-V functional and the def2-TZVPD basis.

The structure (SMILES) is CSC1=PC(C)=C(C)CC1. The calculation puts the HOMO-LUMO gap at 7.80 eV. As for the energy above the lowest of the compared OMol25 structures with the same formula, charge and spin: 26.9 kcal/mol.

```
! wB97M-V def2-TZVPD RIJCOSX def2/J DEFGRID3
* xyz 0 1
C 3.78211 -1.09375 -0.35137
S 3.25142 0.55172 0.05719
C 1.45349 0.50048 0.00366
P 0.68932 2.00917 -0.04582
C -0.97593 1.27315 0.24972
C -1.84370 2.40731 0.69511
C -1.40456 0.08350 -0.17891
C -2.84568 -0.32211 0.05120
C -0.46436 -0.98083 -0.66818
C 0.87629 -0.92067 0.02154
H 3.72813 -1.64423 0.59019
H 4.90722 -1.08033 -0.44379
H 3.44655 -1.50082 -1.29526
H -1.56557 3.38682 0.19119
H -1.80610 2.54035 1.75530
H -2.90640 2.07610 0.37995
H -3.24460 -0.99171 -0.77216
H -3.38132 0.67730 0.16572
H -2.98330 -0.95903 0.95539
H -0.92003 -1.91791 -0.24173
H -0.32237 -1.16769 -1.77277
H 0.84675 -1.28734 1.03737
H 1.68265 -1.63947 -0.38354
*
```



Entry 7:
Computed, not measured: a single C8H13PS molecule, with the ωB97M-V functional and the def2-TZVPD basis.

The structure (SMILES) is C#C/C(C)=C/[P@@](C)(=S)CC. The calculation puts the HOMO-LUMO gap at 8.56 eV. As for the energy above the lowest of the compared OMol25 structures with the same formula, charge and spin: 66.9 kcal/mol.

```
! wB97M-V def2-TZVPD RIJCOSX def2/J DEFGRID3
* xyz 0 1
C -4.42109 0.39234 -0.27431
C -3.21312 0.22557 -0.15431
C -1.84377 0.34031 0.30216
C -1.54311 0.05604 1.69740
C -0.97267 0.70616 -0.67117
P 0.82993 0.68039 -0.45646
C 1.41103 1.10941 -2.14733
S 1.31799 1.99216 0.84203
C 1.46979 -1.45584 -0.05556
C 2.58103 -1.30359 0.96432
H -5.39457 0.52649 -0.66422
H -0.41884 -0.02411 1.70577
H -1.80711 -0.93735 2.16671
H -2.07536 0.79032 2.23927
H -1.11889 1.00599 -1.71209
H 1.01128 0.32389 -2.86960
H 1.02033 2.18828 -2.19253
H 2.54068 0.86640 -2.11166
H 0.42359 -1.79455 0.27391
H 1.61394 -1.88921 -0.92545
H 3.53520 -1.26131 0.58658
H 2.57862 -0.42672 1.61576
H 2.47514 -2.11107 1.84076
*
```



Entry 8:
Computed, not measured: a gas-phase ion, C8H14 (charge -1), with the ωB97M-V functional and the def2-TZVPD basis.

The calculation puts the HOMO-LUMO gap (spin up / spin down) at 2.63 / 9.47 eV. As for the energy above the lowest of the compared OMol25 structures with the same formula, charge and spin: 13.3 kcal/mol.

```
! wB97M-V def2-TZVPD RIJCOSX def2/J DEFGRID3
* xyz -1 2
C -1.12051 0.15846 -2.49935
C 0.01977 0.55625 -1.54622
C -0.31143 0.47802 -0.07748
C -1.03688 1.43652 0.51050
C 1.21221 -0.63192 1.53656
C 0.17426 -0.68495 0.70531
C -0.68356 -1.94121 0.62255
C 2.03724 0.61167 1.69493
H -0.70623 -0.15326 -3.46121
H -1.76497 1.01917 -2.65667
H -1.71574 -0.65467 -2.07547
H 0.21506 1.61025 -1.75197
H 0.90813 -0.02611 -1.78429
H -1.51129 2.26613 0.01283
H -1.26492 1.41224 1.57904
H 1.45810 -1.43452 2.21559
H -1.53382 -1.79688 -0.03513
H -0.12105 -2.78103 0.21781
H -1.07985 -2.25744 1.59129
H 1.52567 1.38999 2.26647
H 2.32287 1.00867 0.72422
H 2.97694 0.41462 2.21070
*
```



Entry 9:
Computed, not measured: 2 unconnected molecules or ions with the total composition C8H14, with the ωB97M-V functional and the def2-TZVPD basis.

The structure (SMILES) is C=CC1(C)CC1.C=C. The calculation puts the HOMO-LUMO gap at 9.99 eV. As for the energy above the lowest of the compared OMol25 structures with the same formula, charge and spin: 122.1 kcal/mol.

```
! wB97M-V def2-TZVPD RIJCOSX def2/J DEFGRID3
* xyz 0 1
C 0.09885 -1.88129 -0.58573
C -0.36080 -0.64775 -0.64473
C -1.22387 0.18853 0.07888
C -1.74384 -0.63962 1.39360
C -2.44329 0.94056 -0.69262
C -1.36742 1.73677 0.00352
H 0.68761 -2.34536 -1.41181
H -0.26647 -2.48344 0.19768
H -0.00293 -0.13047 -1.56061
H -2.47894 0.01519 1.99220
H -0.97997 -1.00441 2.07276
H -2.32502 -1.44404 0.89583
H -3.26818 0.81039 -0.14671
H -2.46574 0.94192 -1.73808
H -0.75214 2.34307 -0.70038
H -1.75682 2.41434 0.67500
C 3.99989 0.68804 0.14953
C 2.88599 -0.06173 -0.14450
H 5.00529 0.21714 0.33155
H 4.07351 1.75850 0.18071
H 2.89408 -1.13587 -0.03676
H 1.79021 -0.28044 -0.30933
*
```



Entry 10:
Computed, not measured: a single C8H14 molecule, with the ωB97M-V functional and the def2-TZVPD basis.

The structure (SMILES) is C/C=C/C=C/CCC. The calculation puts the HOMO-LUMO gap at 8.28 eV. As for the energy above the lowest of the compared OMol25 structures with the same formula, charge and spin: 103.1 kcal/mol.

```
! wB97M-V def2-TZVPD RIJCOSX def2/J DEFGRID3
* xyz 0 1
C 2.70656 1.38437 2.69046
C 1.60498 0.52426 2.05776
C 1.73719 -0.36437 1.05280
C 0.55788 -0.81885 0.10538
C -0.69757 -0.50846 0.48575
C -1.83141 0.14837 -0.43239
C -2.22890 -0.63301 -1.80810
C -1.23277 -0.60750 -3.03238
H 2.94807 1.09952 3.70761
H 2.33305 2.43744 2.79452
H 3.65808 1.38959 2.11753
H 0.67765 0.48986 2.78305
H 2.70954 -0.77475 0.79786
H 1.04012 -1.49411 -0.69671
H -1.00474 -0.45619 1.51972
H -2.73207 0.27757 0.27540
H -1.67225 1.33475 -0.68220
H -3.17901 -0.01822 -2.12699
H -2.66070 -1.63622 -1.45207
H -0.78196 0.40730 -3.29079
H -1.64145 -1.10632 -3.92749
H -0.31028 -1.07503 -2.93872
*
```